C41H87N5O22S3 | wB97M-V/def2-TZVPD

Atoms and positions in Å:
S  -0.155678  -6.321604  0.077757
S  -3.919061  1.408559  4.398785
S  3.403481  5.236343  -1.204256
O  -0.603494  -0.037449  -1.056796
O  2.043093  1.176816  2.979380
O  -4.953538  0.160973  4.328411
O  -4.289963  -3.543934  2.055297
O  -4.603773  1.761367  -1.935005
O  -0.237942  -6.687885  -1.294978
O  -1.529724  -5.592986  0.559534
O  -3.299009  0.869452  5.808979
O  -3.283027  -3.183578  -3.738671
O  1.951280  4.674238  -1.694417
O  0.662664  -4.938816  0.312335
O  0.323517  -7.290550  1.014867
O  2.575182  -0.033909  -4.582962
O  -4.652402  2.634779  4.590792
O  4.155388  4.676102  -2.520410
O  -2.928144  1.379024  3.367203
O  0.542529  -2.663856  4.054123
O  -2.111771  4.140369  0.217671
O  5.276097  -3.232475  -2.342782
O  3.382529  6.664526  -1.256933
O  3.849286  4.618740  0.011003
O  6.946744  1.689407  -3.817774
N  7.103764  3.800376  -3.085446
N  0.481714  -2.169448  6.243089
N  -1.586122  -2.070801  -2.750809
N  3.910650  -0.085684  2.817135
N  1.093139  0.709004  0.248889
C  -1.375142  -4.459022  1.405833
C  4.100479  2.293831  2.348338
C  0.182805  3.987726  0.823858
C  -6.710147  2.198787  -1.056176
C  -0.107484  0.147582  0.053893
C  -1.623198  -2.333214  4.911934
C  -0.115447  -2.416665  5.066172
C  -0.708054  3.811198  2.052697
C  -4.345938  0.377725  6.611952
C  3.290856  -1.352285  3.188426
C  -0.844235  3.825155  -0.320905
C  -5.903143  2.118979  -2.370129
C  0.273191  0.195274  -5.304582
C  3.434334  -3.727819  -0.849728
C  3.281996  4.278758  -3.575954
C  7.726336  4.399422  -4.242959
C  -4.745921  -3.573591  -0.195478
C  4.876990  -4.063830  -1.270461
C  6.730631  2.505564  -2.933913
C  1.326944  0.532634  -4.226148
C  -5.425474  -0.168695  5.670145
C  -2.830791  -2.151287  -3.242015
C  -4.310461  2.298884  -0.661445
C  2.385588  -0.853848  -5.743011
C  1.872871  4.589788  -3.106286
C  6.142024  2.075658  -1.607156
C  -4.838073  -4.410780  1.071289
C  -0.635008  -3.136735  -2.592065
C  3.458484  -2.231225  -1.258468
C  3.249976  1.107314  2.821890
C  0.181523  -4.315789  1.488708
C  4.257546  -2.255183  -2.539976
C  -0.887452  -0.198723  1.300601
C  -0.150621  -2.052372  7.527395
C  -2.134667  3.568236  1.526153
C  1.956822  1.318348  -0.742664
C  1.178801  -0.226956  -6.449833
C  -3.525109  -0.807720  -3.257205
C  -5.168050  -2.232872  0.327451
C  -5.667021  2.764688  -0.106116
C  -4.723157  -2.210052  1.807884
H  -5.844504  3.836810  -0.013558
H  1.111439  3.851059  -3.345271
H  -1.183781  -1.724588  7.586232
H  -4.687174  1.107613  7.347246
H  5.509721  -3.802911  -0.407070
H  -1.817252  -4.641048  2.380435
H  -0.631640  4.511172  -1.141724
H  5.102373  -5.121903  -1.414927
H  0.786838  -0.968646  -7.145434
H  -1.880509  -2.073104  3.889726
H  -0.777015  4.684125  2.702225
H  0.907556  3.178903  0.791957
H  1.419069  0.777863  1.200141
H  6.862993  4.426192  -2.334301
H  -7.588704  2.845759  -1.085793
H  -0.237795  -0.709960  -4.969923
H  -3.886034  -1.518036  1.933905
H  -5.796167  3.060172  -2.921746
H  -0.002340  -3.055115  -1.712054
H  1.526423  0.683050  -6.943874
H  -3.677245  3.194219  -0.665508
H  -5.807627  -4.832020  1.353204
H  -5.388754  -3.898311  -1.012633
H  2.268671  -1.911023  -5.488517
H  -0.401695  1.012267  -5.540857
H  -0.889170  -1.278108  1.450261
H  0.708839  4.939567  0.874397
H  -0.035104  -3.015695  8.038653
H  -5.507731  -1.250723  5.599812
H  -1.140620  -4.093206  -2.432854
H  -4.156463  -5.261426  0.985217
H  -6.346300  1.409436  -3.069309
H  4.716373  2.125879  1.466318
H  1.488136  -2.207848  6.224434
H  2.452588  -1.893419  -1.521021
H  -4.605507  -0.941993  -3.225034
H  1.553290  5.576053  -3.451861
H  -2.337753  2.507010  1.356786
H  8.654292  4.922412  -4.011222
H  3.506577  3.267218  -3.925776
H  7.053299  5.145078  -4.672957
H  -3.875762  -0.410998  7.203871
H  -1.911024  0.056501  1.025197
H  -3.263780  -0.285918  -4.176015
H  -7.097841  1.214767  -0.800526
H  -5.826927  2.403166  0.915425
H  2.752113  0.626814  -1.031865
H  -1.819647  -3.667876  0.803852
H  3.670711  -2.428463  -3.448931
H  -3.713203  -3.539631  -0.548207
H  -0.857736  2.808211  -0.732184
H  3.258414  -3.915815  0.204426
H  2.401713  2.230610  -0.350334
H  -6.421981  0.243153  5.810826
H  0.704808  -4.788236  2.319831
H  5.272798  1.446631  -1.798346
H  3.555518  4.813272  -4.489650
H  1.323139  1.510066  -1.607371
H  3.873278  -1.631855  -0.448608
H  -1.329659  -1.126603  -2.496190
H  1.479924  1.607617  -4.081628
H  4.688321  -1.276482  -2.777153
H  -4.798600  -1.339050  -0.177431
H  7.933428  3.651413  -5.002841
H  -1.980745  -3.355979  5.060525
H  5.740383  2.873528  -0.972954
H  -0.102178  -3.294895  -3.534019
H  -3.792993  1.632267  0.031327
H  2.676743  -1.735605  2.375262
H  -3.261727  -0.273855  -2.346726
H  -6.257515  -2.167787  0.248740
H  6.855840  1.581590  -0.949981
H  2.680386  -1.252839  4.082164
H  -5.528347  -1.900059  2.480301
H  0.491568  -3.275108  1.417069
H  4.111734  -2.033737  3.403848
H  -0.304881  2.971407  2.622440
H  3.437356  3.103610  2.049013
H  0.379593  -1.357409  8.184577
H  2.796085  -4.329642  -1.497710
H  3.268321  -0.745281  -6.374414
H  -2.078203  -1.635814  5.613455
H  -2.874646  4.119353  2.100686
H  4.682870  2.599002  3.219048
H  4.912689  -0.045816  2.751935
H  0.956090  0.106123  -3.288475
H  -0.489076  0.388897  2.124120

Cartesian forces, eV/Å:
S 0.0 1.4 0.9
S -0.6 0.4 0.4
S -1.0 0.4 -1.1
O 0.3 0.3 -0.1
O -0.3 0.1 0.5
O 0.5 1.0 -0.3
O -0.1 0.0 1.0
O 0.7 -1.1 -0.4
O -0.1 0.7 0.6
O -0.3 -2.2 -0.7
O 0.4 1.2 -1.3
O -0.2 0.4 0.5
O 0.9 -0.2 1.8
O 0.3 -1.2 -1.5
O -0.5 0.4 -0.1
O -0.1 -0.4 -0.2
O 0.6 -1.3 0.2
O 0.5 0.0 1.1
O -0.8 -0.8 1.1
O 0.1 -0.1 0.5
O 0.3 0.8 0.0
O -0.4 -0.2 -0.5
O 0.1 -0.6 -0.1
O -0.4 -0.2 -1.3
O -0.3 0.0 0.2
N -0.1 0.5 1.0
N -0.5 0.5 0.0
N 0.3 0.9 0.8
N -0.2 0.5 0.5
N 0.6 0.2 0.6
C 1.8 -0.3 -0.4
C -0.7 0.1 0.7
C -0.6 -0.3 0.0
C -0.2 0.4 -0.7
C -0.3 -0.1 -0.5
C 0.3 -0.4 0.6
C -0.1 0.4 -1.8
C -0.3 -0.4 0.8
C 0.1 -0.9 1.2
C 0.4 0.3 0.1
C 0.5 0.6 -0.3
C -0.3 0.5 0.6
C 1.0 -0.9 0.1
C 1.2 0.3 -1.4
C 0.5 -0.2 -1.4
C -0.3 0.1 -0.4
C -0.2 -0.1 -0.2
C 0.8 -0.1 1.9
C 1.0 -0.5 -0.7
C -0.8 0.1 0.6
C 0.0 -0.1 -1.2
C -0.1 -1.0 -1.3
C -0.8 1.9 0.6
C 0.1 0.9 -0.3
C -0.2 0.7 -0.1
C -0.8 0.7 0.6
C 1.2 -0.5 -0.4
C -0.6 -1.1 -0.6
C -1.6 -0.9 -0.3
C 0.8 -0.6 -1.9
C -0.1 0.7 0.1
C 0.6 1.0 -0.2
C 0.1 0.2 -0.8
C 0.7 -0.5 1.5
C 0.9 0.0 -0.9
C -0.5 -0.7 -0.3
C 0.6 -0.2 -0.1
C -0.5 -0.6 0.5
C -0.9 1.4 0.4
C -0.7 -0.6 1.3
C -0.1 -0.2 -0.9
H 0.6 0.1 -0.4
H 0.2 -0.1 0.0
H -0.1 -0.2 -0.7
H -0.2 0.3 -0.5
H 0.1 0.1 0.0
H -0.3 0.2 -0.1
H -0.2 0.0 0.0
H -0.3 0.0 -0.7
H -0.4 0.4 -0.2
H 0.2 0.2 0.0
H 0.5 0.0 -0.1
H 0.1 0.2 0.0
H -0.2 0.0 0.3
H 0.0 0.0 0.0
H 0.1 0.1 -0.3
H -0.5 0.3 0.1
H 0.1 -0.2 0.2
H -0.4 0.3 0.2
H 0.3 0.6 -0.2
H 0.0 -0.2 -0.4
H 0.0 -0.4 -0.8
H -0.3 0.5 -0.1
H 0.1 -0.1 0.0
H -0.2 0.0 0.1
H -0.1 -0.1 0.1
H 0.3 0.0 0.3
H -0.1 0.1 -0.4
H -0.5 0.0 0.1
H 0.1 0.0 0.5
H -0.4 0.1 -0.1
H -0.1 0.0 0.2
H 0.5 -0.4 0.1
H 0.2 -0.5 0.3
H 0.0 -0.1 0.0
H -0.1 0.3 0.4
H 0.0 -0.1 -0.2
H 0.0 -0.1 -0.2
H -0.2 0.0 0.7
H 0.1 -0.2 0.3
H -0.3 -0.4 1.0
H 0.0 0.0 -0.1
H -0.2 -0.1 -0.1
H -0.1 0.2 0.4
H 0.1 0.2 0.2
H 0.3 -0.2 0.1
H 0.0 -0.1 -0.1
H 0.0 0.1 -0.1
H -0.1 0.4 0.6
H -0.3 -0.6 0.3
H 0.0 -0.2 0.0
H 0.1 -0.2 0.1
H -0.1 -0.1 0.0
H -0.1 0.1 0.0
H 0.1 0.3 0.1
H -0.6 0.1 0.3
H 0.3 -0.4 -0.1
H -0.2 0.7 0.3
H 0.3 0.2 -0.1
H 0.2 0.2 -0.2
H 0.4 -0.4 0.5
H -0.1 0.0 -0.1
H 0.4 -0.1 0.3
H 0.2 -0.2 -0.3
H -0.1 -0.2 0.1
H -0.3 0.1 0.2
H 0.2 0.4 -0.4
H 0.5 0.1 0.3
H -0.2 -0.7 -0.5
H -0.1 -0.1 0.1
H 0.2 0.4 -0.3
H 0.0 0.0 0.2
H 0.2 -0.4 -0.5
H -0.1 0.1 -0.1
H 0.0 -0.1 0.1
H 0.0 0.0 0.2
H -0.2 -0.2 -0.1
H -0.4 0.1 0.3
H -0.1 0.0 0.3
H 0.2 0.2 -0.4
H -0.5 0.3 0.3
H 0.1 -0.2 0.2
H -0.2 -0.1 0.0
H -0.3 -0.5 0.1
H 0.3 0.3 -0.3
H 0.0 0.0 -0.1
H 0.3 0.2 0.2
H -0.3 -0.4 0.4

## Properties
Orbital gap (eV): 8.63
Highest occupied orbital energy (eV): -8.63
LUMO level (eV): 0.00